105
Properties=species:S:1:pos:R:3:mulliken_charge:R:1 method="wB97M-V/def2-TZVPD" homo_lumo_gap_ev=8.63 homo_energy_ev=-11.7 e_lumo_ev=-3.04 e_tot_ev=-891246.545 charge=+1 spin_multiplicity=1 mol_weight_g_mol=2886.05
F -2.02 0.63 -3.93 -0.1502
N -2.87 1.23 -3.08 0.4316
C -3.96 1.79 -3.60 0.5857
N -5.01 2.47 -2.83 -0.2534
C -5.89 2.80 -3.92 -0.0829
C -7.31 3.54 -3.83 -0.3848
C -8.38 2.56 -4.51 0.0822
C -8.68 1.24 -3.64 -1.0659
I -9.35 1.65 -1.62 0.0760
N -5.43 2.38 -5.20 0.1725
N -4.22 1.77 -5.01 -0.2316
H -2.75 1.25 -2.05 -0.0880
H -7.50 3.72 -2.72 0.2298
H -7.32 4.55 -4.34 0.3336
H -9.34 3.13 -4.71 0.3853
H -8.01 2.17 -5.53 -0.2565
H -9.56 0.72 -4.18 0.4475
H -7.82 0.49 -3.66 0.3509
H -5.92 2.51 -6.09 0.2647
H -3.66 1.34 -5.76 0.2525
C -3.58 0.91 1.29 0.2281
Cl -4.22 1.22 -0.34 -0.1195
Cl -4.38 -0.51 1.98 -0.0685
Cl -1.83 0.63 1.20 -0.0910
Cl -3.90 2.32 2.32 -0.0471
C -9.56 2.21 -8.50 0.3767
Cl -10.41 1.09 -7.41 -0.0881
Cl -9.49 1.51 -10.13 -0.0733
Cl -10.43 3.75 -8.55 -0.0736
Cl -7.91 2.48 -7.90 -0.1857
C -2.26 -2.94 4.94 0.0889
Cl -0.70 -3.28 5.73 -0.0270
Cl -2.05 -1.66 3.73 0.0402
Cl -2.85 -4.41 4.15 -0.0666
Cl -3.43 -2.41 6.16 -0.0287
C -1.05 4.45 -1.58 -0.0525
Cl -1.92 3.31 -0.52 0.0520
Cl -0.92 3.77 -3.22 -0.0016
Cl -1.93 5.99 -1.64 -0.0148
Cl 0.58 4.73 -0.94 0.0852
C 2.00 1.58 -4.99 0.2061
Cl 3.16 1.81 -6.31 -0.0113
Cl 2.47 2.59 -3.61 0.0258
Cl 0.37 2.06 -5.54 -0.1163
Cl 1.97 -0.13 -4.51 -0.0773
C 1.01 -5.54 2.30 0.1403
Cl 0.15 -6.67 3.38 -0.0156
Cl 1.11 -6.23 0.67 -0.0962
Cl 0.13 -4.00 2.24 -0.0225
Cl 2.65 -5.25 2.92 0.0237
C -6.72 0.16 6.78 0.2885
Cl -6.52 1.69 7.65 -0.0919
Cl -5.85 0.24 5.23 -0.0022
Cl -6.07 -1.17 7.76 -0.0967
Cl -8.45 -0.12 6.47 -0.0947
C 3.71 -9.01 3.08 0.2672
Cl 5.10 -8.09 2.46 -0.0925
Cl 2.60 -9.36 1.74 -0.0582
Cl 4.28 -10.53 3.79 -0.0680
Cl 2.86 -8.06 4.31 0.0106
C 5.86 -5.33 6.04 0.1426
Cl 5.83 -3.60 5.65 -0.0332
Cl 7.40 -5.73 6.84 -0.0909
Cl 4.51 -5.72 7.12 -0.0493
Cl 5.71 -6.28 4.55 -0.0006
C 0.36 -11.29 5.09 0.2313
Cl 0.36 -9.55 4.70 0.0025
Cl 1.87 -11.72 5.91 -0.0840
Cl -1.01 -11.66 6.15 -0.1041
Cl 0.22 -12.23 3.58 -0.0910
C -3.75 8.97 0.99 0.3285
Cl -3.71 7.35 1.73 -0.0618
Cl -3.89 8.80 -0.78 -0.1045
Cl -5.14 9.87 1.61 -0.0914
Cl -2.25 9.83 1.38 -0.0802
C 8.25 -0.76 4.29 0.2681
Cl 9.63 0.16 3.66 -0.1100
Cl 7.13 -1.13 2.96 0.0159
Cl 8.83 -2.27 5.01 -0.0581
Cl 7.41 0.20 5.53 -0.0909
C 5.25 0.40 -1.80 0.1854
Cl 6.11 1.75 -2.56 -0.0675
Cl 6.04 -0.02 -0.27 -0.0309
Cl 3.57 0.88 -1.48 -0.0460
Cl 5.27 -1.00 -2.89 -0.1026
C 3.45 6.85 0.85 0.2688
Cl 4.33 8.19 0.10 -0.0854
Cl 4.25 6.39 2.37 -0.0816
Cl 1.78 7.35 1.19 -0.0812
Cl 3.44 5.45 -0.26 -0.0345
C 6.53 4.05 -7.05 0.2540
Cl 5.38 4.28 -5.72 -0.0307
Cl 5.78 3.05 -8.31 -0.1165
Cl 6.97 5.63 -7.74 -0.0949
Cl 7.98 3.24 -6.44 -0.0021
C 4.46 -3.53 10.83 0.2895
Cl 4.66 -1.98 11.68 -0.1010
Cl 5.31 -3.46 9.27 -0.0100
Cl 5.13 -4.84 11.82 -0.0964
Cl 2.73 -3.82 10.55 -0.0974
C 11.04 0.43 -6.51 0.3668
Cl 10.14 1.69 -5.65 -0.0898
Cl 10.31 -1.15 -6.17 -0.0945
Cl 10.98 0.74 -8.26 -0.0981
Cl 12.73 0.43 -5.97 -0.0931

11
Properties=species:S:1:pos:R:3:mulliken_charge:R:1 method="wB97M-V/def2-TZVPD" homo_lumo_gap_ev="7.78 / 7.98" homo_energy_ev="-10.0 / -9.4" e_lumo_ev="-2.22 / -1.44" e_tot_ev=-8220.688 charge=0 spin_multiplicity=1 mol_weight_g_mol=92.10 de_lowest_kj_mol=849.6
C -0.57 1.87 2.18 -0.5222
C -0.32 1.41 1.01 0.1022
C 0.05 0.86 -0.19 0.1324
C -0.78 0.08 -1.02 -0.0752
C -0.18 -1.16 -0.98 -0.4427
N 0.98 -1.13 -0.24 -0.6017
N 1.24 0.19 -0.10 0.0863
H 0.02 -0.75 1.42 0.1458
H -1.79 0.32 -1.34 0.3983
H -0.50 -2.09 -1.42 0.4182
H 1.86 0.40 0.67 0.3586

117
Properties=species:S:1:pos:R:3:mulliken_charge:R:1 method="wB97M-V/def2-TZVPD" homo_lumo_gap_ev=9.77 homo_energy_ev=-11.7 e_lumo_ev=-1.89 e_tot_ev=-109394.211 charge=+1 spin_multiplicity=1 mol_weight_g_mol=981.24
C 0.85 -0.95 -2.08 -1.3507
C -0.30 -0.54 -2.96 1.7082
Cl -0.77 -1.92 -4.00 -0.2229
C -0.07 0.67 -3.86 -2.1688
C 0.13 1.91 -3.08 0.4246
N -0.88 2.74 -2.74 0.9835
C -2.30 2.61 -3.10 -1.2497
C -0.38 3.77 -1.99 -1.4462
C 0.96 3.56 -1.86 -0.4208
N 1.27 2.42 -2.56 0.5751
C 2.67 1.96 -2.63 -1.1395
N 2.92 1.13 -3.77 -0.4232
H 0.58 -1.87 -1.56 0.6160
H 1.04 -0.20 -1.32 -0.1963
H 1.74 -1.16 -2.65 0.4277
H -1.15 -0.33 -2.33 -0.4557
H 0.75 0.49 -4.54 0.6245
H -0.95 0.81 -4.48 0.7080
H -2.91 2.73 -2.21 0.4043
H -2.52 3.36 -3.85 0.1449
H -2.49 1.63 -3.48 0.4178
H -0.97 4.56 -1.57 0.7260
H 1.66 4.18 -1.32 0.6312
H 3.27 2.87 -2.64 0.7348
H 2.90 1.44 -1.70 0.4413
H 3.79 0.63 -3.67 0.2484
H 2.90 1.65 -4.63 0.2178
C -4.13 -0.86 -2.88 0.3763
C -4.21 -1.44 -1.48 0.3421
O -4.05 -0.26 -0.67 -0.2961
C -4.43 0.81 -1.39 0.6728
O -4.54 1.92 -0.97 -0.5734
O -4.60 0.48 -2.68 -0.3791
H -4.73 -1.37 -3.62 0.4283
H -3.09 -0.82 -3.19 -0.4463
H -5.17 -1.90 -1.25 0.3760
H -3.41 -2.15 -1.28 -0.3768
C 0.84 -5.89 -2.94 -0.3751
C -0.41 -5.34 -3.60 0.7221
O -1.02 -6.51 -4.13 -0.3926
C -0.60 -7.58 -3.41 0.7026
O -1.05 -8.67 -3.49 -0.5293
O 0.42 -7.22 -2.60 -0.3549
H 1.14 -5.35 -2.05 0.2487
H 1.68 -5.95 -3.63 0.3037
H -1.09 -4.88 -2.88 -0.5836
H -0.20 -4.63 -4.40 0.2909
C 0.15 6.58 -5.82 -0.3165
C -1.14 6.80 -6.59 -0.3834
O -1.55 5.46 -6.89 -0.3469
C -0.99 4.63 -5.99 0.6025
O -1.26 3.48 -5.87 -0.4875
O -0.07 5.28 -5.24 -0.2157
H 0.33 7.31 -5.05 0.3035
H 1.02 6.52 -6.48 0.2728
H -1.91 7.28 -5.98 0.2605
H -1.01 7.37 -7.51 0.3055
C -0.75 2.44 2.87 -0.5287
C -1.50 2.05 1.62 -0.2948
O -0.43 1.95 0.65 0.2840
C 0.71 1.71 1.32 0.0858
O 1.74 1.40 0.80 -0.5255
O 0.54 1.86 2.64 -0.3219
H -1.18 2.03 3.78 0.3775
H -0.63 3.52 2.98 0.3021
H -1.99 1.08 1.70 0.1870
H -2.23 2.79 1.30 0.3781
C -4.46 -5.69 -2.54 -0.3274
C -3.95 -6.85 -1.73 -0.4562
O -2.75 -6.31 -1.17 -0.3427
C -2.84 -4.98 -1.14 0.3758
O -2.04 -4.27 -0.60 -0.3150
O -3.93 -4.55 -1.83 -0.2056
H -5.55 -5.62 -2.59 0.3372
H -4.06 -5.68 -3.56 0.2714
H -4.62 -7.13 -0.91 0.3108
H -3.72 -7.74 -2.32 0.3051
C -0.07 -3.15 1.68 -0.1882
C 0.29 -1.71 1.37 0.2349
O 0.02 -1.05 2.62 -0.1253
C 0.11 -1.98 3.61 0.3743
O 0.11 -1.73 4.77 -0.5591
O 0.18 -3.22 3.09 -0.3153
H 0.54 -3.88 1.16 0.2546
H -1.12 -3.37 1.49 0.1950
H 1.34 -1.57 1.13 0.1752
H -0.32 -1.27 0.58 -0.1186
C 0.29 -1.67 8.19 0.2900
C -1.13 -2.03 7.83 -0.1721
O -1.77 -2.08 9.12 -0.3508
C -1.05 -1.31 9.97 0.6053
O -1.41 -1.01 11.06 -0.5346
O 0.11 -0.93 9.41 -0.3516
H 0.78 -1.06 7.44 -0.1868
H 0.91 -2.55 8.39 0.1910
H -1.62 -1.27 7.23 0.2303
H -1.22 -2.99 7.32 0.3075
C 4.61 1.38 7.24 -0.3340
C 3.13 1.56 6.99 -0.2665
O 2.72 0.24 6.62 -0.2225
C 3.61 -0.64 7.15 0.6378
O 3.46 -1.82 7.18 -0.5033
O 4.69 0.01 7.64 -0.3474
H 5.00 2.02 8.03 0.3085
H 5.21 1.51 6.34 0.2454
H 2.58 1.86 7.89 0.2683
H 2.90 2.26 6.19 0.2179
C 4.69 4.25 1.94 -0.1931
C 5.29 2.99 1.34 -0.3542
O 4.72 3.00 0.02 -0.2780
C 4.39 4.27 -0.30 0.7200
O 4.06 4.62 -1.39 -0.5612
O 4.48 5.07 0.77 -0.3564
H 5.35 4.76 2.64 0.3085
H 3.72 4.07 2.41 0.1528
H 6.37 3.04 1.26 0.2976
H 5.00 2.08 1.86 0.2955